No. 1
{"formula": "C33H33BCoF4N4O6S", "method": "wB97M-V/def2-TZVPD", "species": ["Co", "C", "C", "C", "C", "C", "C", "C", "C", "N", "C", "O", "C", "C", "C", "C", "C", "N", "C", "O", "N", "C", "C", "C", "C", "C", "C", "C", "C", "H", "H", "H", "H", "H", "H", "H", "H", "H", "H", "H", "H", "H", "H", "H", "H", "H", "H", "H", "H", "H", "C", "C", "C", "C", "C", "C", "C", "S", "O", "O", "N", "C", "C", "C", "O", "O", "H", "H", "H", "H", "H", "H", "H", "H", "H", "H", "H", "H", "F", "B", "F", "F", "F"], "xyz": [[1.698607, -0.818142, -0.605777], [-2.791849, -4.224026, 1.107430], [-2.903475, -3.389224, -0.169909], [-4.238010, -2.996132, -0.517944], [-4.590055, -2.176192, -1.582196], [-3.624251, -1.340218, -2.151317], [-2.261263, -1.466879, -1.845263], [-1.354890, -0.686611, -2.725645], [-1.800082, -2.408937, -0.823346], [0.705331, -2.517229, -0.333161], [1.315054, -3.636472, 0.117331], [0.810436, -4.727749, 0.461119], [2.817843, -3.417943, 0.061982], [3.755758, -4.391100, 0.301214], [5.088606, -3.966157, 0.412734], [5.382237, -2.625706, 0.402710], [4.367003, -1.710825, 0.143680], [3.128130, -2.130979, -0.119884], [4.512604, -0.262202, 0.253160], [5.588962, 0.255020, 0.584062], [3.336467, 0.407829, 0.075601], [3.377634, 1.801778, 0.007125], [4.115986, 2.455676, -1.003637], [4.967048, 1.735230, -1.979970], [4.049033, 3.834996, -1.070150], [3.368194, 4.593478, -0.114747], [2.698543, 3.925707, 0.921102], [2.705192, 2.546962, 1.013136], [2.089223, 1.856119, 2.172080], [-3.074741, -3.562908, 1.952316], [-1.788372, -4.644617, 1.183713], [-3.556831, -5.049127, 0.979449], [-5.020295, -3.530084, 0.083300], [-5.631755, -2.124338, -1.956307], [-3.845925, -0.626514, -2.913893], [-1.930822, -0.515916, -3.701629], [-0.421961, -1.206356, -2.960404], [-1.066468, 0.294647, -2.326979], [3.382951, -5.407179, 0.522310], [5.902150, -4.684765, 0.506218], [6.390124, -2.277387, 0.548376], [4.562314, 0.741432, -2.279646], [5.952924, 1.560733, -1.582338], [5.105462, 2.372297, -2.897875], [4.623367, 4.338743, -1.849489], [3.402311, 5.691891, -0.153972], [2.150295, 4.529461, 1.666939], [1.358904, 2.467251, 2.743913], [2.887548, 1.509251, 2.860770], [1.578119, 0.934917, 1.785637], [-4.542952, 3.387736, -1.743699], [-3.995106, 2.941987, -0.411879], [-2.627299, 2.672162, -0.282188], [-2.109938, 2.122973, 0.894363], [-2.949138, 1.998179, 2.014282], [-4.269606, 2.350665, 1.920910], [-4.793496, 2.877742, 0.737896], [-2.306087, 1.335700, 3.539140], [-3.457972, 0.955411, 4.350505], [-1.258552, 2.186311, 4.045516], [-1.490048, -0.057138, 3.059955], [-1.940841, -1.035457, 2.088553], [-0.843431, -1.983015, 1.575381], [-0.565827, -1.899277, 0.063445], [-1.886608, -3.768981, -1.161957], [-0.207032, -0.553025, -0.296735], [-4.460603, 4.464767, -1.890403], [-5.622605, 3.146442, -1.811175], [-3.954976, 2.889262, -2.561580], [-1.958322, 2.816657, -1.128629], [-1.050392, 1.857745, 0.879585], [-4.928303, 2.225472, 2.810632], [-5.842340, 3.246418, 0.715036], [-0.497872, 0.121643, 3.045764], [-2.416503, -0.484119, 1.265342], [-2.784787, -1.583480, 2.589292], [-0.981429, -3.015514, 1.890389], [0.102421, -1.735223, 2.097233], [1.838496, 0.176996, -2.271784], [1.215915, 1.557677, -2.734302], [0.372439, 1.196916, -3.737276], [0.610865, 2.042564, -1.588446], [2.328614, 2.212299, -3.165096]], "forces_ev_per_a": [[-0.44, 1.88, 0.40], [-0.89, 0.24, -0.67], [2.10, 1.08, -0.40], [-2.22, -0.75, -1.46], [-0.77, -1.08, 2.02], [3.36, -0.91, 0.12], [-2.73, 0.56, -0.77], [-0.28, 0.92, -1.20], [0.44, 0.08, 2.05], [-0.45, -0.56, 0.76], [-1.16, -1.36, -0.50], [0.97, 1.90, -0.10], [-0.68, -0.06, -0.10], [0.10, -0.32, 0.60], [-0.29, -0.90, -0.17], [0.06, 0.43, -0.35], [-0.31, -1.32, -0.10], [1.25, -0.88, 0.66], [-0.29, 2.86, 0.44], [-0.28, -0.77, -0.35], [0.22, -2.03, -0.31], [0.24, 1.02, 0.44], [-0.76, -0.16, 0.69], [-0.09, -0.20, -1.60], [0.23, 0.92, 0.49], [0.05, -0.39, -0.01], [-0.09, 1.15, -0.08], [0.44, 0.12, -0.99], [-0.62, -1.11, 0.38], [0.19, -0.81, -0.21], [-0.22, -0.01, 0.18], [0.88, 0.78, 0.38], [0.53, 0.62, -0.79], [0.62, 0.11, 0.69], [-0.43, 0.20, -0.44], [1.06, -0.14, 1.20], [-0.16, -0.01, 0.04], [-0.25, -0.48, -0.07], [0.46, 0.61, -0.40], [-0.26, 0.08, 0.20], [0.07, 0.23, 0.09], [0.11, 0.75, 0.13], [0.42, -0.12, 0.37], [-0.29, -0.74, 0.76], [-0.22, -0.07, 0.11], [-0.17, -0.58, -0.02], [0.37, -0.47, -0.33], [0.49, -0.27, -0.45], [-0.46, 0.11, -0.24], [0.22, 0.64, 0.56], [-0.03, -0.53, -0.44], [0.15, 0.72, 0.50], [-0.09, -0.80, 0.28], [0.01, 0.76, -0.24], [0.99, -0.40, -0.47], [-1.52, 0.44, 0.79], [-0.26, -0.14, -0.23], [-0.33, -1.60, -0.42], [1.29, 0.53, -0.76], [-0.50, -0.19, 0.09], [0.51, 0.90, 0.84], [-2.00, -0.27, 0.01], [0.96, 0.30, 0.57], [0.20, -0.05, -1.23], [-1.13, 0.03, 0.09], [0.09, -0.83, 0.84], [0.14, 0.08, 0.07], [0.63, -0.04, -0.16], [-0.78, 0.44, 0.64], [-0.11, -0.19, 0.10], [-0.30, -0.04, 0.32], [0.65, 0.16, -0.78], [0.79, -0.55, -0.06], [0.11, 0.26, -0.06], [0.18, -0.34, -0.26], [0.76, 0.16, -0.55], [-0.27, 0.19, -0.15], [-0.19, 0.23, -0.37], [-0.25, -0.30, -0.11], [0.63, -0.75, 0.45], [-0.25, 0.41, -0.34], [0.05, 0.10, -0.46], [-0.19, 0.54, -0.14]], "multiplicity": 5, "homo_ev": [-5.58, -5.65], "lumo_ev": [1.67, 0.88], "orbital_gap_ev": [7.25, 6.53], "charge": -1, "s2": 6.01}

---

No. 2
{"formula": "C33H33CsGeI3NO", "method": "wB97M-V/def2-TZVPD", "species": ["Cs", "I", "C", "I", "H", "H", "I", "C", "C", "C", "C", "N", "C", "H", "H", "H", "H", "C", "Ge", "C", "C", "C", "C", "C", "C", "C", "C", "C", "C", "C", "C", "C", "C", "C", "C", "H", "H", "H", "H", "H", "H", "H", "H", "H", "H", "H", "H", "H", "H", "H", "C", "C", "C", "C", "C", "C", "C", "O", "C", "C", "C", "H", "H", "H", "H", "H", "H", "H", "H", "H", "H", "H", "H"], "xyz": [[0.584256, -0.260137, 2.271017], [-0.803173, -1.785902, 5.458627], [-1.728106, -3.460539, 4.506765], [-1.601592, -3.442690, 2.374875], [-2.775393, -3.454456, 4.778469], [-1.234209, -4.355112, 4.862037], [-1.523208, -3.865032, -4.384870], [-0.589288, -2.176277, -3.558652], [-0.012788, -1.214437, -4.370824], [0.585577, -0.120376, -3.764756], [0.584266, -0.043661, -2.381604], [0.033966, -0.970972, -1.599643], [-0.544800, -2.017293, -2.181919], [-0.026608, -1.312998, -5.447629], [1.042727, 0.656532, -4.361793], [1.044560, 0.797866, -1.876957], [-0.985453, -2.755577, -1.521362], [-2.029679, 2.765397, 3.586075], [-2.040212, 1.838516, 1.816578], [-3.889142, 1.257206, 1.434913], [-4.206455, 0.743699, 0.178350], [-5.509224, 0.378171, -0.123217], [-6.506118, 0.513535, 0.833764], [-6.198192, 1.015176, 2.090513], [-4.893050, 1.375593, 2.393260], [-1.474118, 3.118223, 0.389759], [-0.323710, 2.863867, -0.314768], [0.138867, 3.729002, -1.325596], [-0.561938, 4.861812, -1.617851], [-1.753673, 5.170211, -0.920653], [-2.482030, 6.347857, -1.211387], [-3.626681, 6.651551, -0.532977], [-4.108475, 5.776716, 0.460131], [-3.433359, 4.626200, 0.754928], [-2.230327, 4.288522, 0.089245], [-2.722902, 3.605841, 3.545745], [-1.035403, 3.153506, 3.806199], [-2.331641, 2.094030, 4.389939], [-3.429554, 0.645016, -0.573110], [-5.750500, -0.003403, -1.107177], [-7.522703, 0.223661, 0.601809], [-6.975497, 1.134824, 2.834527], [-4.659091, 1.763538, 3.378813], [0.253500, 1.973598, -0.092137], [1.049833, 3.495068, -1.863164], [-0.221591, 5.548053, -2.383813], [-2.106976, 7.001886, -1.989712], [-4.173215, 7.557475, -0.759285], [-5.021598, 6.020950, 0.987162], [-3.830181, 3.944726, 1.495441], [5.963611, -5.250483, -2.649140], [5.424464, -4.332904, -1.593723], [4.067362, -4.291083, -1.299407], [3.555485, -3.444383, -0.329559], [2.079657, -3.493587, -0.049078], [4.441109, -2.589460, 0.372985], [3.976167, -1.636881, 1.360392], [2.815459, -1.378784, 1.666483], [5.830121, -2.647687, 0.103492], [6.835601, -1.803032, 0.845743], [6.287614, -3.511233, -0.871658], [5.161467, -5.749999, -3.188492], [6.602214, -6.011940, -2.197756], [6.573693, -4.693502, -3.360979], [3.390527, -4.945572, -1.836207], [1.613440, -4.296536, -0.618685], [1.604389, -2.550806, -0.321287], [1.900322, -3.664856, 1.012761], [4.774132, -1.081807, 1.877132], [6.667128, -0.737197, 0.685814], [7.839719, -2.035358, 0.499186], [6.800259, -1.996294, 1.918681], [7.350374, -3.555574, -1.080810]], "forces_ev_per_a": [[-0.49, 0.17, 0.10], [-0.17, -0.23, 0.01], [0.09, 0.15, -0.11], [-0.06, -0.04, 0.23], [-0.01, 0.04, -0.03], [0.04, 0.02, -0.02], [0.15, 0.25, 0.15], [-0.17, -0.31, -0.15], [0.03, 0.05, 0.03], [-0.02, -0.05, -0.03], [0.00, -0.02, -0.03], [0.04, 0.13, 0.22], [0.00, 0.03, 0.03], [-0.02, -0.01, 0.00], [0.01, 0.01, 0.03], [0.01, -0.01, -0.05], [-0.02, -0.03, -0.06], [0.20, -0.35, -0.24], [-1.16, 1.13, -0.17], [0.54, -0.08, 0.09], [0.04, 0.05, -0.02], [-0.01, -0.01, -0.04], [-0.01, -0.02, 0.02], [-0.04, 0.02, 0.03], [0.06, -0.01, 0.05], [0.09, -0.54, 0.29], [-0.13, 0.00, 0.17], [0.06, 0.10, -0.12], [0.04, -0.07, 0.01], [-0.12, -0.08, 0.15], [-0.02, 0.04, -0.03], [0.05, 0.04, -0.08], [0.00, -0.07, 0.06], [-0.05, -0.01, 0.03], [0.09, 0.19, -0.19], [-0.01, 0.01, -0.04], [-0.01, 0.02, 0.00], [-0.01, 0.00, -0.01], [-0.04, 0.00, -0.03], [0.00, -0.02, 0.01], [0.00, 0.03, -0.01], [0.00, -0.04, -0.01], [-0.05, 0.00, 0.00], [0.04, -0.06, -0.03], [0.00, 0.02, 0.01], [0.03, -0.03, -0.01], [-0.03, 0.03, 0.03], [0.01, 0.00, -0.01], [-0.01, -0.03, 0.00], [-0.04, 0.04, 0.03], [0.00, 0.01, 0.03], [-0.02, 0.06, 0.07], [0.05, -0.01, 0.01], [-0.01, 0.07, 0.10], [0.09, 0.06, 0.03], [-0.13, -0.30, -0.27], [0.21, 0.08, 0.10], [0.99, -0.51, -0.31], [-0.06, 0.07, 0.06], [-0.04, -0.01, -0.01], [0.04, -0.06, -0.06], [0.02, -0.01, -0.02], [0.00, -0.01, -0.02], [0.00, -0.03, -0.02], [-0.01, 0.01, 0.00], [0.02, 0.00, -0.01], [-0.06, 0.00, 0.05], [-0.09, 0.02, 0.00], [-0.06, -0.02, -0.01], [0.03, 0.00, 0.02], [0.01, 0.01, 0.01], [0.05, 0.04, 0.00], [0.00, 0.02, 0.00]], "multiplicity": 2, "homo_ev": [-9.95, -10.24], "lumo_ev": [-2.82, -3.45], "orbital_gap_ev": [7.13, 6.79], "e_above_lowest_kj_mol": 87.9, "charge": 1, "s2": 0.75}

---

No. 3
{"formula": "C33H34BrO4PRhS2", "method": "wB97M-V/def2-TZVPD", "species": ["Rh", "O", "S", "O", "O", "C", "C", "C", "C", "C", "C", "P", "C", "C", "C", "C", "C", "C", "C", "C", "C", "C", "C", "C", "H", "H", "H", "H", "H", "H", "H", "H", "H", "H", "H", "H", "H", "H", "C", "C", "C", "C", "C", "C", "C", "Br", "C", "O", "C", "C", "C", "C", "C", "C", "H", "H", "H", "H", "H", "H", "H", "H", "H", "H", "H", "H", "H", "H", "H", "H", "H", "H", "H", "H", "S", "C"], "xyz": [[-0.668822, 0.744877, 0.418872], [2.522322, 1.458627, -2.684545], [1.884984, 1.348749, -1.405137], [0.438636, 1.695200, -1.407699], [2.157208, 0.107649, -0.674550], [2.590686, 2.570588, -0.327166], [3.375208, 3.595085, -0.824985], [3.930104, 4.518780, 0.048582], [3.694026, 4.413480, 1.411150], [2.895594, 3.390910, 1.903316], [2.334729, 2.453561, 1.038224], [1.238594, 1.132835, 1.706106], [2.306475, -0.099225, 2.485472], [2.292553, -1.408554, 2.014045], [3.118332, -2.358708, 2.594594], [3.958915, -2.008594, 3.640779], [3.979389, -0.702574, 4.109554], [3.157104, 0.252309, 3.532582], [0.448273, 2.108321, 3.055078], [0.323074, 1.886740, 4.363887], [-0.591068, 2.684917, 5.182716], [-1.485844, 3.517874, 4.648178], [-1.631748, 3.638885, 3.171848], [-0.463658, 3.100084, 2.324998], [3.556574, 3.642219, -1.890537], [4.550081, 5.318723, -0.334400], [4.129797, 5.130300, 2.095025], [2.700722, 3.332011, 2.967475], [1.650370, -1.670755, 1.184846], [3.108779, -3.374132, 2.221151], [4.605033, -2.752392, 4.088630], [4.640284, -0.424678, 4.920291], [3.194539, 1.273706, 3.888703], [0.895491, 1.105949, 4.848392], [-0.518421, 2.588917, 6.258623], [-2.127967, 4.123610, 5.274350], [-1.988217, 4.616533, 2.859684], [0.127504, 3.781830, 1.713464], [-2.941525, -2.053446, -6.087900], [-3.997054, -2.327402, -5.007472], [-5.370621, -1.950753, -5.564438], [-4.010066, -3.827661, -4.682864], [-3.647524, -1.526399, -3.754689], [-2.494185, -1.823162, -3.040740], [-2.167786, -1.070328, -1.937473], [-0.538421, -1.514412, -1.037387], [-2.917416, 0.012039, -1.445906], [-2.554959, 0.682374, -0.369074], [-4.095149, 0.315033, -2.173541], [-4.405327, -0.460017, -3.290707], [-5.072841, 1.462567, -1.855768], [-4.758506, 2.279546, -0.598946], [-6.483773, 0.883750, -1.663056], [-5.080531, 2.441965, -3.040297], [-3.162194, -2.626360, -6.992179], [-1.944118, -2.332217, -5.744530], [-2.921166, -0.993383, -6.346715], [-5.594497, -2.574483, -6.431706], [-5.403369, -0.909606, -5.890874], [-6.159131, -2.105515, -4.824897], [-4.313108, -4.400337, -5.562370], [-4.709948, -4.043099, -3.873472], [-3.024766, -4.184949, -4.381165], [-1.836140, -2.626888, -3.344739], [-5.302559, -0.201072, -3.834606], [-4.757496, 1.655688, 0.292946], [-5.535667, 3.041259, -0.486770], [-3.790978, 2.772846, -0.667639], [-6.501336, 0.196184, -0.815086], [-6.836116, 0.341874, -2.540681], [-7.191965, 1.691765, -1.463126], [-4.082098, 2.853089, -3.200243], [-5.765355, 3.269250, -2.837059], [-5.398547, 1.963184, -3.967123], [-2.731280, 2.343214, 2.387962], [-1.270191, 2.075446, 1.575088]], "forces_ev_per_a": [[-0.09, -0.04, -0.42], [-0.14, 0.25, -0.10], [0.24, -0.47, 0.11], [-0.05, -0.21, 0.26], [-0.14, 0.23, -0.03], [-0.07, -0.04, 0.06], [0.05, -0.03, -0.01], [0.00, 0.00, 0.01], [0.01, 0.03, 0.01], [-0.03, -0.01, -0.07], [0.02, -0.02, 0.15], [0.07, 0.11, 0.01], [-0.04, 0.00, -0.04], [-0.04, 0.08, 0.07], [-0.01, -0.05, -0.02], [-0.02, -0.01, -0.02], [-0.01, 0.04, 0.02], [0.04, -0.03, -0.04], [0.04, 0.02, -0.34], [0.01, 0.00, -0.07], [0.05, 0.04, 0.06], [0.01, -0.02, -0.04], [-0.03, 0.03, -0.07], [0.03, -0.58, 0.44], [-0.02, -0.01, 0.00], [0.00, 0.00, 0.00], [0.00, 0.00, 0.00], [0.00, 0.02, 0.01], [0.00, 0.00, -0.03], [0.01, 0.00, 0.00], [0.00, 0.00, 0.00], [0.00, 0.00, 0.00], [-0.01, 0.01, 0.01], [0.05, -0.01, -0.01], [0.00, 0.01, 0.00], [-0.05, -0.07, 0.02], [0.07, 0.04, 0.01], [-0.14, 0.17, -0.01], [0.00, -0.01, 0.00], [-0.01, -0.01, 0.00], [0.01, 0.02, 0.01], [0.00, 0.01, 0.00], [0.01, 0.01, -0.01], [0.04, -0.04, -0.01], [0.00, 0.00, 0.02], [-0.01, 0.17, 0.13], [-0.05, -0.04, -0.08], [0.22, -0.02, 0.18], [0.05, 0.01, 0.06], [-0.01, -0.02, 0.01], [-0.01, 0.01, 0.01], [0.03, -0.03, -0.02], [-0.02, 0.00, 0.00], [0.00, 0.00, -0.01], [0.00, 0.00, 0.00], [0.00, 0.00, -0.01], [0.00, 0.00, 0.00], [0.00, 0.00, 0.00], [0.00, 0.00, 0.00], [0.00, -0.01, -0.01], [0.01, 0.00, 0.00], [-0.01, 0.00, -0.01], [0.00, 0.01, 0.02], [0.00, 0.00, 0.00], [0.01, 0.00, 0.00], [-0.01, -0.01, 0.01], [0.01, 0.00, 0.00], [0.00, 0.01, 0.00], [0.00, 0.00, 0.00], [0.00, 0.01, 0.00], [0.00, 0.00, 0.00], [0.00, 0.00, 0.00], [0.00, 0.00, 0.00], [0.00, 0.00, 0.00], [0.00, 0.07, -0.05], [-0.04, 0.43, -0.21]], "multiplicity": 2, "homo_ev": [-7.38, -7.39], "lumo_ev": [-0.97, -1.19], "orbital_gap_ev": [6.41, 6.20], "e_above_lowest_kj_mol": 142.4, "charge": 0, "s2": 0.76}